Entry 1:
Molecular formula: C37H63AlClN4O6P2
Method: DFT, ωB97M-V with the def2-TZVPD basis set

Each line ends with the Löwdin charge.
Positions of all 114 atoms, in Å:
Al (-0.059, 1.630, 0.511)  -0.119
O (0.785, 5.404, 1.222)  0.121
C (0.413, 4.281, 1.459)  -0.514
O (-0.054, 3.450, 0.557)  0.011
C (0.376, 3.721, 2.877)  -0.059
C (-0.960, 2.992, 3.088)  -0.205
C (-1.230, 2.736, 4.563)  -0.072
C (-0.188, 1.639, 4.884)  -0.068
C (0.468, 1.418, 3.526)  -0.213
O (-0.638, 1.646, 2.594)  -0.107
C (1.408, 2.569, 3.157)  -0.059
C (2.265, 2.166, 1.956)  -0.516
O (3.431, 2.463, 1.873)  0.129
O (1.642, 1.423, 1.059)  -0.027
H (0.512, 4.545, 3.573)  0.165
H (-1.790, 3.393, 2.514)  0.163
H (-1.101, 3.642, 5.152)  0.128
H (-2.247, 2.376, 4.712)  0.120
H (0.545, 1.947, 5.627)  0.128
H (-0.664, 0.726, 5.239)  0.119
H (0.874, 0.431, 3.355)  0.131
H (2.082, 2.838, 3.966)  0.165
C (0.842, 1.213, -5.166)  -0.097
N (0.254, 1.491, -3.856)  -0.291
C (-1.095, 2.046, -3.931)  -0.088
P (1.147, 1.754, -2.502)  0.634
O (0.256, 1.487, -1.294)  -0.163
N (1.669, 3.301, -2.428)  -0.267
C (2.262, 3.890, -1.218)  -0.067
C (2.024, 4.024, -3.645)  -0.072
N (2.422, 0.735, -2.677)  -0.271
C (3.687, 1.006, -1.987)  -0.053
C (2.225, -0.674, -2.997)  -0.082
H (0.362, 0.336, -5.606)  0.091
H (1.909, 1.027, -5.079)  0.082
H (0.693, 2.056, -5.846)  0.088
H (-1.643, 1.533, -4.722)  0.094
H (-1.088, 3.118, -4.158)  0.097
H (-1.625, 1.877, -2.998)  0.049
H (2.271, 3.174, -0.400)  0.060
H (1.700, 4.767, -0.903)  0.087
H (3.296, 4.178, -1.423)  0.100
H (1.466, 3.655, -4.501)  0.061
H (3.094, 3.946, -3.863)  0.093
H (1.778, 5.077, -3.509)  0.098
H (3.909, 2.068, -1.994)  0.073
H (4.485, 0.490, -2.523)  0.095
H (3.670, 0.663, -0.948)  0.085
H (1.258, -0.828, -3.474)  0.069
H (2.282, -1.299, -2.104)  0.055
H (3.006, -0.996, -3.689)  0.103
Cl (-4.176, 4.010, -2.301)  0.740
C (-3.785, 2.938, -1.012)  -0.620
C (-4.776, 2.334, -0.255)  -0.044
C (-4.390, 1.497, 0.777)  -0.007
C (-3.043, 1.272, 0.995)  -0.102
N (-2.096, 1.835, 0.241)  0.057
C (-2.457, 2.683, -0.729)  -0.122
H (-5.819, 2.530, -0.465)  0.123
H (-5.123, 1.020, 1.411)  0.123
H (-2.695, 0.639, 1.796)  0.100
H (-1.661, 3.179, -1.265)  0.114
C (-2.887, -4.256, 2.800)  -0.179
C (-1.526, -3.929, 3.427)  -0.182
C (-0.569, -3.350, 2.388)  -0.190
C (-1.052, -1.943, 1.989)  -0.391
C (-2.605, -1.894, 1.891)  -0.197
C (-3.261, -3.259, 1.690)  -0.182
P (-0.170, -1.090, 0.586)  1.190
C (1.628, -1.571, 0.698)  -0.381
C (2.186, -1.543, 2.151)  -0.187
C (3.112, -2.720, 2.459)  -0.197
C (4.209, -2.859, 1.410)  -0.173
C (3.618, -2.905, -0.016)  -0.168
C (2.088, -2.841, -0.028)  -0.216
C (-0.730, -1.755, -1.058)  -0.388
C (-1.979, -1.036, -1.590)  -0.200
C (-2.119, -1.255, -3.104)  -0.172
C (-1.647, -2.652, -3.531)  -0.186
C (-1.848, -3.633, -2.385)  -0.184
C (-0.896, -3.285, -1.233)  -0.176
H (-3.656, -4.268, 3.574)  0.110
H (-2.859, -5.264, 2.380)  0.112
H (-1.099, -4.821, 3.887)  0.115
H (-1.647, -3.198, 4.233)  0.117
H (-0.517, -4.019, 1.528)  0.105
H (0.439, -3.294, 2.794)  0.087
H (-0.784, -1.284, 2.824)  0.091
H (-2.932, -1.224, 1.098)  0.062
H (-2.991, -1.472, 2.825)  0.121
H (-2.980, -3.659, 0.717)  0.090
H (-4.344, -3.127, 1.649)  0.115
H (2.096, -0.733, 0.169)  0.080
H (1.381, -1.546, 2.887)  0.076
H (2.742, -0.616, 2.293)  0.113
H (2.539, -3.649, 2.511)  0.104
H (3.551, -2.577, 3.448)  0.120
H (4.790, -3.759, 1.611)  0.110
H (4.901, -2.019, 1.502)  0.114
H (3.947, -3.803, -0.541)  0.114
H (3.995, -2.057, -0.596)  0.099
H (1.658, -3.737, 0.423)  0.114
H (1.755, -2.825, -1.065)  0.072
H (0.096, -1.422, -1.700)  0.079
H (-1.925, 0.031, -1.381)  0.068
H (-2.866, -1.418, -1.078)  0.110
H (-1.545, -0.493, -3.636)  0.077
H (-3.166, -1.117, -3.385)  0.119
H (-0.582, -2.630, -3.787)  0.107
H (-2.171, -2.972, -4.432)  0.113
H (-1.665, -4.660, -2.705)  0.117
H (-2.890, -3.594, -2.051)  0.114
H (0.070, -3.743, -1.438)  0.098
H (-1.255, -3.742, -0.318)  0.075

Computed properties:
net charge: +1
HOMO: -11.521 eV
frontier orbital gap: 8.843 eV
energy relative to the best compared isomer or geometry (same formula, charge and spin): 0.0 kcal per mole

Entry 2:
Molecular formula: C37H63Br3FN2O19S
Method: DFT, ωB97M-V with the def2-TZVPD basis set

Each line ends with the Löwdin charge.
Positions of all 126 atoms, in Å:
C (0.733, 1.454, 1.099)  -0.040
C (1.690, 0.819, 2.050)  -0.306
C (3.067, 1.446, 2.105)  -0.209
O (3.730, 1.052, 3.291)  -0.157
C (5.078, 1.509, 3.202)  -0.094
N (1.104, 0.739, 3.481)  0.264
H (1.616, 0.133, 4.106)  0.167
H (1.079, 1.642, 3.934)  0.179
H (0.131, 0.474, 3.533)  0.176
H (0.961, 1.113, 0.089)  0.096
H (0.685, 2.528, 1.276)  0.100
H (-0.278, 1.158, 1.382)  0.098
H (1.654, -0.240, 1.794)  0.149
H (2.900, 2.523, 2.074)  0.135
H (3.632, 1.305, 1.184)  0.131
H (5.096, 2.584, 3.020)  0.091
H (5.661, 1.165, 2.348)  0.082
H (5.633, 1.284, 4.113)  0.099
C (0.487, -3.391, 8.658)  -0.460
O (-0.030, -2.050, 8.769)  -0.519
H (0.068, -3.780, 7.730)  0.012
H (1.570, -3.377, 8.778)  0.003
H (0.109, -4.018, 9.465)  0.000
C (-6.792, -1.346, 1.286)  -0.043
C (-7.119, -1.997, 2.661)  -0.471
C (-8.358, -3.029, 2.642)  -0.164
C (-8.040, -4.252, 1.834)  -0.253
C (-6.868, -4.999, 2.365)  -0.180
C (-5.588, -4.106, 2.654)  -0.429
N (-6.007, -2.787, 3.221)  -0.227
O (-4.973, -1.957, 3.772)  -0.325
C (-4.834, -4.053, 1.203)  -0.061
C (-4.728, -4.924, 3.672)  -0.066
C (-7.626, -0.940, 3.724)  -0.068
H (-7.122, -0.321, 1.451)  0.055
H (-7.438, -1.848, 0.566)  0.054
H (-5.717, -1.271, 1.117)  0.067
H (-9.189, -2.512, 2.162)  0.094
H (-8.602, -3.220, 3.687)  0.108
H (-7.675, -3.962, 0.849)  0.088
H (-9.001, -4.754, 1.720)  0.100
H (-6.669, -5.732, 1.583)  0.101
H (-7.234, -5.411, 3.305)  0.102
H (-4.253, -4.933, 0.928)  0.045
H (-4.038, -3.361, 1.477)  0.050
H (-5.434, -3.534, 0.456)  0.042
H (-4.132, -5.754, 3.291)  0.055
H (-5.211, -5.202, 4.609)  0.071
H (-3.844, -4.399, 4.034)  0.064
H (-7.017, -0.061, 3.931)  0.070
H (-7.763, -1.266, 4.755)  0.073
H (-8.590, -0.622, 3.326)  0.056
S (-1.405, 4.489, 7.127)  0.048
O (-2.547, 3.608, 6.981)  -0.378
O (-2.066, 5.648, 7.683)  -0.401
O (-0.461, 3.833, 8.050)  -0.422
O (-0.748, 4.682, 5.876)  -0.455
C (0.958, -6.193, -2.152)  -0.003
C (1.022, -7.103, -3.438)  -0.289
C (0.309, -8.394, -3.245)  -0.144
O (-0.606, -8.406, -4.267)  0.088
C (-0.539, -7.223, -4.905)  -0.571
O (-1.340, -6.938, -5.811)  0.096
O (0.410, -6.441, -4.526)  0.143
H (0.147, -5.468, -2.078)  0.091
H (1.834, -5.544, -2.173)  0.072
H (1.020, -6.880, -1.308)  0.082
H (2.099, -7.172, -3.588)  0.151
H (-0.179, -8.567, -2.285)  0.139
H (0.877, -9.306, -3.427)  0.138
C (4.000, 1.332, -5.129)  -0.012
C (4.916, 2.493, -4.704)  -0.268
C (4.401, 3.484, -3.666)  -0.134
O (5.486, 3.808, -2.920)  0.102
C (6.431, 2.917, -3.074)  -0.663
O (7.473, 2.897, -2.502)  0.161
O (6.086, 2.068, -3.975)  0.107
H (4.464, 0.489, -5.642)  0.082
H (3.407, 1.774, -5.930)  0.083
H (3.365, 0.966, -4.322)  0.083
H (5.237, 3.057, -5.580)  0.150
H (3.629, 3.110, -2.994)  0.144
H (4.109, 4.387, -4.201)  0.142
C (-3.514, -0.552, -5.495)  -0.015
C (-3.875, 0.844, -5.858)  -0.327
C (-4.753, 1.635, -4.921)  -0.143
O (-3.841, 2.252, -4.177)  0.100
C (-2.697, 2.385, -4.811)  -0.557
O (-1.773, 3.134, -4.455)  0.103
O (-2.683, 1.632, -5.900)  0.098
H (-4.378, -1.134, -5.175)  0.093
H (-2.846, -0.562, -4.635)  0.105
H (-3.140, -1.052, -6.389)  0.091
H (-4.245, 0.892, -6.882)  0.151
H (-5.315, 0.974, -4.262)  0.152
H (-5.342, 2.402, -5.426)  0.145
C (7.523, -3.356, -1.193)  -0.051
C (7.825, -3.225, -2.644)  -0.304
C (9.294, -2.995, -3.136)  -0.031
O (9.468, -4.187, -3.944)  0.071
C (8.453, -5.008, -3.998)  -0.567
O (8.400, -6.067, -4.599)  0.124
O (7.409, -4.451, -3.316)  0.073
H (6.485, -3.063, -1.038)  0.086
H (8.104, -2.669, -0.578)  0.087
H (7.760, -4.310, -0.723)  0.094
H (7.266, -2.311, -2.840)  0.141
H (9.928, -2.899, -2.254)  0.127
H (9.394, -2.088, -3.733)  0.130
F (-2.587, 10.044, 3.137)  0.027
C (-2.515, 10.141, 1.726)  -0.244
C (-3.060, 11.216, 1.056)  -0.019
C (-3.202, 11.227, -0.378)  -0.079
C (-2.816, 10.139, -1.132)  -0.145
C (-2.329, 9.053, -0.487)  -0.070
C (-2.129, 9.075, 0.953)  0.014
H (-3.637, 11.922, 1.634)  0.106
H (-3.743, 12.052, -0.818)  0.089
H (-2.924, 10.048, -2.202)  0.099
H (-1.958, 8.310, -1.176)  0.100
H (-1.780, 8.267, 1.579)  0.122
C (11.006, 7.491, 0.129)  -1.561
Br (10.676, 6.238, 1.720)  0.374
Br (12.484, 6.855, -0.908)  0.470
Br (11.127, 9.445, 0.465)  0.423
H (10.175, 7.330, -0.558)  -0.051

Computed properties:
net charge: -3
HOMO: 1.639 eV
frontier orbital gap: 0.960 eV

> What is the net charge in the first record?

+1

> The highest HOMO belongs to which entry?

C37H63Br3FN2O19S